1.
{"formula": "C5H34N2O10", "method": "ωB97M-V/def2-TZVPD", "relative_energy_kcal_mol": 78.1, "total_charge": 1, "homo_ev": [-13.30, -13.27], "spin_multiplicity": 2, "e_lumo_ha": [-0.1056, -0.3304], "elements": ["C", "N", "C", "C", "C", "N", "C", "H", "H", "H", "H", "H", "H", "H", "H", "H", "H", "H", "H", "H", "H", "H", "H", "O", "H", "H", "O", "H", "H", "O", "H", "H", "O", "H", "H", "O", "H", "H", "O", "H", "H", "O", "H", "H", "O", "H", "H", "O", "H", "H", "O"], "xyz": [[0.394056, 1.990092, 1.230059], [-0.448488, 0.760429, 1.490108], [0.085389, -0.340651, 0.603619], [-1.077390, -1.557261, 0.739453], [-1.604160, -2.116602, -0.551402], [-1.822546, -1.106651, -1.705135], [1.428033, -0.926647, 0.861917], [0.155203, 2.278322, 0.168484], [-0.034607, 2.692387, 1.956350], [1.494063, 1.945598, 1.465668], [-0.343184, 0.533226, 2.411032], [0.202346, -0.092676, -0.545424], [-0.633184, -2.394168, 1.295702], [-1.906432, -1.082216, 1.238637], [-1.149714, -3.011006, -1.074621], [-2.667063, -2.439559, -0.371690], [-2.232687, -1.632398, -2.439243], [-0.944424, -0.744854, -2.012742], [2.088697, -0.105951, 0.534602], [1.668852, -1.736538, 0.101237], [1.709259, -1.414744, 1.754535], [2.073424, -3.774070, 1.804288], [0.880224, -3.246927, 0.948707], [1.096492, -3.944740, 1.658822], [2.718774, -2.464098, -1.767619], [2.977968, -3.693946, -1.043610], [2.545891, -2.932341, -0.930572], [-2.116348, -2.623792, 3.232072], [-1.973598, -1.101920, 3.184590], [-2.176450, -1.774612, 3.712501], [-0.205498, 3.890408, -2.573232], [-1.193184, 3.311439, -1.687308], [-0.483962, 3.086299, -2.141574], [-2.865360, 0.299383, -1.251329], [-2.192918, 0.841478, 0.021070], [-2.899715, 1.034667, -0.582144], [1.720034, -1.694937, -3.435351], [1.432093, -0.367266, -2.639383], [1.176116, -1.315811, -2.665042], [2.548038, -0.509538, 3.705021], [1.093528, -0.023406, 3.414109], [1.817921, 0.178668, 3.997834], [-3.008423, 3.636768, -0.075520], [-2.831788, 2.685747, -1.261925], [-2.920283, 3.625251, -1.093225], [2.096003, 1.728340, -3.222529], [1.067660, 2.030431, -2.300509], [1.775368, 1.469476, -2.341233], [0.502074, 3.837583, -0.978087], [1.644371, 3.923939, -0.075819], [1.339528, 4.389394, -0.764152]], "forces_ev_per_a": [[-2.71, 1.02, -0.05], [6.27, -0.17, -5.21], [-4.23, -1.67, -2.10], [1.57, 0.77, -0.60], [-1.94, -0.29, -3.40], [-0.06, -0.49, 2.42], [1.99, 0.21, -1.66], [0.61, -0.19, 1.16], [0.36, 0.49, -0.51], [-0.91, -0.93, -0.26], [-0.92, -1.00, 3.50], [-0.90, 0.58, 2.59], [-0.43, 0.62, 0.36], [-0.25, -0.20, 0.32], [0.38, 0.88, 1.45], [1.01, 0.08, 0.24], [-0.23, -0.40, -0.91], [0.59, -0.13, -0.60], [0.45, -0.32, 0.72], [-0.94, 1.12, 0.49], [-0.10, 0.13, 1.48], [-1.62, -0.53, -0.19], [0.72, -2.08, 1.43], [1.10, 2.11, -1.30], [-0.50, 0.12, 0.64], [2.62, -4.99, -0.25], [-1.85, 4.33, -0.28], [0.01, 0.89, 0.30], [1.11, 3.90, -3.48], [-1.22, -4.86, 3.46], [0.06, 0.47, -0.64], [-6.17, 1.83, 3.38], [5.49, -2.16, -3.35], [0.47, 0.13, 0.66], [0.33, -0.27, 0.20], [-0.83, 0.18, -0.52], [-1.47, 0.89, 1.51], [-0.06, -0.18, -0.07], [1.47, -0.31, -1.69], [-2.17, 2.12, 1.04], [-0.20, -0.46, -0.01], [2.57, -1.74, -0.78], [-0.02, 0.13, -2.52], [-0.60, -0.83, 0.10], [0.32, 0.98, 2.55], [0.52, -0.37, 0.34], [-3.52, 2.34, 0.80], [3.06, -2.24, -1.14], [2.00, 1.57, 0.14], [2.50, -2.24, 4.14], [-3.74, 1.15, -3.90]], "mulliken_spin": [0.0237, 0.6790, 0.0011, 0.0578, 0.0108, 0.0062, 0.1409, 0.0094, 0.0110, 0.0465, -0.0131, -0.0067, -0.0010, -0.0019, 0.0011, 0.0062, -0.0012, -0.0008, 0.0048, -0.0034, 0.0044, -0.0001, -0.0008, 0.0001, 0.0001, 0.0000, 0.0021, -0.0005, 0.0017, 0.0010, 0.0001, 0.0000, 0.0007, 0.0005, 0.0106, 0.0083, 0.0000, -0.0004, -0.0004, 0.0000, -0.0002, 0.0013, 0.0000, -0.0004, -0.0001, 0.0000, -0.0003, -0.0003, 0.0013, 0.0006, -0.0001]}

2.
{"formula": "C5H35N2O11", "method": "ωB97M-V/def2-TZVPD", "relative_energy_kcal_mol": 9.3, "total_charge": 1, "homo_ev": -10.88, "e_lumo_ha": -0.0884, "elements": ["C", "C", "C", "C", "C", "N", "N", "H", "H", "H", "H", "H", "H", "H", "H", "H", "H", "H", "H", "H", "H", "H", "O", "H", "H", "O", "H", "H", "O", "H", "H", "O", "H", "H", "O", "H", "H", "O", "H", "H", "O", "H", "H", "O", "H", "H", "O", "H", "H", "O", "H", "H", "O"], "xyz": [[3.074506, -0.248052, 0.089585], [1.566374, -0.132703, -0.198694], [0.742602, 0.129209, 1.071980], [-0.691955, 0.144152, 0.723428], [-1.512656, -0.898477, 0.960835], [-2.810619, -0.953390, 0.434202], [1.365570, 1.047612, -1.149401], [3.280957, -1.160962, 0.625090], [3.445297, 0.603946, 0.702177], [3.644878, -0.311515, -0.822070], [1.243684, -1.003229, -0.728350], [1.033754, 1.089737, 1.544965], [0.943282, -0.652454, 1.836012], [-1.039237, 1.028976, 0.179217], [-1.190559, -1.739248, 1.500898], [-3.252813, -0.143677, 0.031154], [-3.411809, -1.655175, 0.791401], [0.387506, 1.083658, -1.504625], [1.978226, 0.940402, -1.977481], [1.463936, 1.908459, -0.642195], [-1.599213, -4.733719, 2.701950], [-0.594727, -3.521963, 2.695754], [-1.295628, -3.952164, 2.177297], [1.703019, -3.124486, 3.211073], [1.027558, -2.929163, 1.841739], [0.961400, -2.687155, 2.829348], [3.123304, 3.858487, 2.669929], [2.208325, 2.946911, 3.510834], [2.437548, 3.202486, 2.607982], [-2.860508, 2.249345, 0.216059], [-4.045785, 2.370884, -0.745020], [-3.273369, 1.851606, -0.543266], [0.165645, -3.143082, -0.440240], [-0.177310, -4.042535, 0.692435], [0.586617, -3.568998, 0.312606], [-2.319120, 3.260304, 2.276419], [-1.632285, 1.846072, 1.966354], [-1.913079, 2.711300, 1.589406], [-2.048545, 1.685797, -1.643581], [-1.362880, 2.409061, -2.874426], [-1.318849, 1.613932, -2.359925], [1.465374, 3.351791, 1.161265], [0.027242, 3.320285, 0.718622], [0.933741, 3.295435, 0.399781], [-1.211762, -0.877240, -4.340081], [-0.956706, 0.178690, -3.178472], [-0.613938, -0.613729, -3.631887], [-1.569692, -2.049690, -1.241040], [-0.626708, -1.825904, -2.399063], [-0.834589, -2.413605, -1.662695], [2.437437, 0.022496, -4.402737], [1.034774, -0.120503, -3.846168], [1.881786, 0.351785, -3.738381]], "forces_ev_per_a": [[-0.44, 0.72, 0.36], [1.39, 1.22, 0.73], [0.53, -0.29, 0.51], [-0.80, -0.08, 0.33], [-1.31, 2.29, -1.51], [1.23, -0.41, 0.24], [-0.58, -1.70, -0.47], [-0.09, -0.29, 0.32], [-0.27, -0.47, -0.41], [0.24, 0.11, -0.45], [-0.45, -0.54, -0.21], [0.17, -0.48, -0.42], [0.01, 0.34, -0.65], [-0.02, -0.55, 0.00], [0.24, -1.00, 0.55], [0.17, 0.12, 0.12], [-0.45, -0.45, 0.30], [0.54, -0.05, 0.11], [-0.27, 0.19, 0.17], [0.34, 1.12, 0.50], [0.39, 1.06, -0.66], [0.18, -0.10, 0.29], [-1.03, -1.26, 0.62], [0.88, -0.51, 0.69], [-0.15, 0.33, 0.99], [-0.48, 0.25, -1.72], [0.48, 0.43, 0.18], [0.12, 0.11, -0.16], [-0.35, -0.51, 0.22], [0.48, 0.64, 1.26], [-0.48, 0.27, -0.20], [-0.23, -0.81, -1.12], [0.03, 0.47, -0.77], [0.29, -0.10, 0.21], [0.07, -0.43, 0.51], [0.18, -0.34, -0.02], [-0.29, 0.58, -0.05], [0.22, -0.11, 0.31], [0.75, -0.01, -1.20], [-0.01, 0.70, -0.44], [-0.76, -0.58, 1.53], [1.28, 0.17, 1.94], [-0.28, 0.04, 0.05], [-1.28, -0.02, -2.15], [-0.04, 0.18, 0.08], [-0.50, 0.30, -0.18], [0.27, -0.39, -0.31], [-2.10, 1.00, 1.17], [-0.02, 0.08, -0.27], [1.87, -1.30, -0.82], [1.38, -0.62, -1.43], [-0.01, 0.04, -0.06], [-1.04, 0.62, 1.35]], "nbo_charge": [-0.6291, -0.0304, -0.4669, -0.4168, 0.1150, -0.8628, -0.7450, 0.2384, 0.2167, 0.2187, 0.2244, 0.2126, 0.2667, 0.1683, 0.2080, 0.4078, 0.3960, 0.4470, 0.4660, 0.4546, 0.4897, 0.5042, -1.0017, 0.4822, 0.5116, -1.0033, 0.4939, 0.4956, -0.9639, 0.5111, 0.4999, -0.9774, 0.5044, 0.5019, -1.0037, 0.5047, 0.5180, -0.9915, 0.5240, 0.4981, -1.0155, 0.4995, 0.4924, -0.9814, 0.5061, 0.5161, -0.9975, 0.4791, 0.4974, -0.9797, 0.4860, 0.5028, -0.9927]}

3.
{"formula": "C5H35NO13", "method": "ωB97M-V/def2-TZVPD", "relative_energy_kcal_mol": 62.0, "homo_ev": -8.82, "e_lumo_ha": 0.0025, "elements": ["N", "C", "C", "C", "C", "C", "H", "H", "H", "H", "H", "H", "H", "H", "H", "H", "H", "O", "H", "H", "O", "H", "H", "O", "H", "H", "O", "H", "H", "O", "H", "H", "O", "H", "H", "O", "H", "H", "O", "H", "H", "O", "H", "H", "O", "H", "H", "O", "H", "H", "O", "H", "H", "O"], "xyz": [[-1.958057, -0.726972, -2.443330], [-1.566517, -1.383755, -1.270983], [-1.642955, -2.703604, -1.152334], [-1.137583, 0.979438, 1.785200], [-1.670541, -0.034186, 0.799547], [-0.958923, -0.507212, -0.219485], [-1.443268, 0.060071, -2.740049], [-2.423418, -1.297540, -3.126128], [-2.026263, -3.376100, -1.912661], [-1.431643, -3.193290, -0.221156], [-0.372674, 1.634966, 1.393316], [-0.745642, 0.504728, 2.683350], [-2.041556, 1.512048, 2.091723], [-2.713503, -0.251621, 1.012474], [0.097708, -0.274061, -0.299304], [3.110498, -1.423097, -0.438972], [2.807379, -2.378110, 0.825430], [3.345974, -1.583277, 0.514636], [-1.348737, 4.268362, -1.408073], [-1.945194, 2.864138, -1.437854], [-1.099552, 3.348169, -1.489890], [-2.213476, -3.409087, 4.643681], [-0.808684, -3.933454, 4.518404], [-1.630888, -4.008826, 5.095614], [1.310656, -3.796064, 1.977200], [1.752286, -4.920737, 1.030361], [1.880537, -4.010621, 1.226475], [0.493286, 3.607467, -0.794997], [1.801798, 4.059482, 0.036437], [1.457902, 3.389454, -0.588755], [2.131802, -0.811907, 4.844602], [2.510190, -1.067380, 3.392982], [2.359029, -1.530789, 4.260326], [1.354225, -4.368217, 4.073256], [1.255293, -2.846114, 3.931862], [0.787341, -3.665473, 3.746120], [4.155474, 1.691925, -2.330368], [2.845942, 0.906954, -2.415495], [3.760896, 0.829820, -2.111562], [-3.999966, 3.820269, -1.097024], [-3.797581, 3.749184, -2.442183], [-3.611332, 4.353987, -1.760311], [-2.938805, 0.974326, -1.208303], [-3.547677, 1.482070, -0.059092], [-3.258333, 1.841532, -0.892278], [0.384110, 1.543150, -5.563769], [1.799978, 1.365275, -4.991466], [1.071312, 0.885129, -5.359135], [0.549411, 1.547192, -2.610399], [1.597616, 2.612514, -2.205439], [1.372437, 1.935900, -2.899423], [2.591615, 0.001323, 1.029747], [1.707542, 1.172599, 0.942691], [2.040553, 0.560046, 1.634770]], "forces_ev_per_a": [[-1.05, -0.30, 1.08], [0.87, -0.15, -0.34], [-0.52, -0.56, 0.36], [-0.80, -0.56, 0.23], [1.12, 0.66, 0.32], [-1.06, -0.46, -0.07], [0.57, 0.54, -0.56], [0.28, 0.12, -0.32], [0.02, 0.32, -0.24], [0.25, 0.07, 0.32], [-0.06, 0.16, -0.17], [0.07, -0.10, 0.05], [0.41, 0.58, 0.19], [-0.01, -0.59, -0.54], [-0.01, 0.19, -0.09], [0.43, -0.51, 1.33], [0.85, 1.07, -0.92], [-1.10, -0.76, -0.76], [-0.47, 0.24, -0.24], [0.38, 0.27, 0.45], [0.55, -0.20, -0.12], [-0.66, 0.35, -0.11], [-1.04, -0.18, 1.08], [1.53, -0.12, -0.86], [-0.19, -0.20, 0.26], [-0.14, -1.06, -0.28], [0.34, 1.32, -0.08], [1.28, -0.56, 0.50], [-0.35, -0.55, -0.63], [-0.88, 0.87, 0.40], [-0.16, 0.30, 0.41], [-0.14, -0.51, 0.95], [0.30, 0.46, -1.56], [0.13, -0.05, 0.13], [0.50, 0.78, 0.43], [-0.55, -0.78, -0.46], [-0.22, -0.57, 0.18], [-0.09, 0.22, -0.14], [0.49, 0.20, 0.05], [-0.52, -0.36, 1.88], [-0.05, -0.78, -2.24], [0.19, 1.68, 0.19], [0.20, 0.23, -0.92], [-0.43, 0.58, 1.07], [-0.20, -1.34, -0.34], [0.62, -0.30, 0.20], [0.40, 0.52, 0.51], [-1.20, -0.42, -0.93], [-0.32, 0.04, 0.07], [-0.37, -0.73, -0.54], [0.72, 0.87, 0.56], [-0.03, -0.24, 1.03], [0.04, 0.02, 0.94], [0.09, 0.28, -1.71]], "nbo_charge": [-0.8442, 0.1391, -0.4835, -0.6419, -0.1552, -0.2497, 0.3821, 0.3948, 0.1950, 0.2088, 0.2243, 0.2317, 0.1991, 0.1868, 0.2192, 0.4876, 0.5123, -0.9872, 0.4916, 0.5120, -1.0027, 0.4541, 0.4905, -0.9698, 0.4983, 0.4797, -0.9871, 0.5131, 0.4882, -1.0082, 0.4859, 0.5099, -0.9643, 0.4869, 0.5148, -0.9850, 0.4652, 0.4901, -0.9748, 0.4716, 0.4639, -0.9306, 0.5028, 0.4841, -0.9764, 0.4649, 0.4846, -0.9486, 0.4746, 0.5103, -0.9862, 0.5008, 0.4723, -0.9958]}